The following is a quantum chemistry calculation of a structure of composition C22H30CoFN10O4P at a distorted geometry, from OMol25.

The geometry in XYZ format:
```
69
Properties=species:S:1:pos:R:3:mulliken_charge:R:1
Co -0.17 -0.17 0.03 -0.57
C -0.77 -5.37 1.16 -0.79
N -1.00 -4.06 0.53 0.08
C -2.09 -3.74 -0.24 -0.55
C -1.95 -2.43 -0.59 -0.94
N -0.76 -1.97 -0.07 0.88
C -0.22 -2.97 0.63 0.05
P 1.20 -2.76 1.74 -0.22
C 0.45 -1.32 2.58 0.33
N -0.07 -0.28 1.93 0.78
C -0.50 0.62 2.87 -0.24
C -0.25 0.09 4.10 -0.80
N 0.34 -1.12 3.91 0.18
C 0.83 -2.00 4.97 -0.76
C 2.18 -1.70 0.64 0.04
N 1.69 -0.66 -0.04 0.77
C 2.76 0.01 -0.58 -0.73
C 3.90 -0.66 -0.26 -0.71
N 3.52 -1.73 0.51 0.08
C 4.44 -2.70 1.13 -0.78
H -1.44 -6.09 0.71 0.33
H 0.26 -5.69 1.00 0.37
H -0.98 -5.31 2.23 0.32
H -2.87 -4.44 -0.45 0.51
H -2.62 -1.80 -1.14 0.56
H -0.91 1.59 2.63 0.40
H -0.44 0.49 5.08 0.51
H 0.55 -1.57 5.93 0.33
H 0.38 -2.99 4.89 0.32
H 1.91 -2.09 4.92 0.33
H 2.67 0.93 -1.14 0.57
H 4.93 -0.46 -0.49 0.50
H 5.43 -2.54 0.71 0.34
H 4.48 -2.55 2.20 0.32
H 4.12 -3.71 0.90 0.36
N -0.52 -0.13 -4.95 -0.07
C -0.84 1.13 -4.20 -1.08
C -1.16 0.83 -2.74 -0.33
N -0.08 0.08 -2.06 0.31
C 0.23 -1.15 -2.82 -0.39
C 0.60 -0.87 -4.27 -1.09
H -0.26 0.09 -5.91 0.37
H -1.35 -0.73 -4.99 0.40
H -1.69 1.62 -4.68 0.50
H 0.03 1.78 -4.29 0.37
H -2.08 0.25 -2.65 0.46
H -1.31 1.78 -2.24 0.10
H 0.75 0.67 -2.04 0.35
H -0.65 -1.80 -2.78 0.48
H 1.05 -1.68 -2.34 0.21
H 0.80 -1.79 -4.82 0.47
H 1.49 -0.23 -4.34 0.40
F -1.07 6.76 -1.60 -0.28
C -1.12 5.99 -0.53 0.21
C -1.81 4.85 -0.53 -0.06
N -1.87 4.04 0.60 0.28
C -2.52 2.76 0.57 -1.99
C -1.58 1.64 0.19 1.14
O -1.98 0.44 0.05 -0.60
O -0.33 1.81 0.07 -0.66
C -1.17 4.34 1.76 0.53
O -1.13 3.57 2.70 -0.69
N -0.53 5.55 1.74 -0.08
C -0.40 6.45 0.67 0.27
O 0.24 7.45 0.76 -0.51
H -2.39 4.54 -1.39 0.48
H -3.40 2.76 -0.07 0.52
H -2.85 2.52 1.58 0.49
H -0.06 5.82 2.60 0.27
```

Results
* charge: +3
* HOMO energy: -15.6326 eV
* frontier orbital gap: 0.254 hartree
* LUMO: -8.73 eV
* relative energy (zero: lowest compared OMol25 entry of this formula, charge and spin): 12.33 kJ/mol